one:
The following is a DFT calculation (wB97M-V/def2-TZVPD) of the ion C9H17N2 with charge +1.

Total charge: +1
LUMO level, eV: -2.96
Frontier orbital gap, eV: 9.76
HOMO, hartree: -0.4676
Multiplicity: 1

```
28
C9H17N2 | the Open Molecules 2025 dataset | wB97M-V/def2-TZVPD
C 1.1518 -0.7855 0.0394
C 2.1851 0.0058 0.3806
C -2.0842 1.6398 -0.2447
C -2.5088 -0.6509 0.3795
C -2.1770 0.6439 0.8343
C -0.2382 -0.4810 -0.3639
C 3.6043 -0.4777 0.4044
C 1.8183 1.4415 0.5601
C -0.6509 -0.6375 -1.7706
N -0.8770 1.0203 0.2740
N -1.1963 -1.3423 0.4900
H 1.4928 -1.8208 -0.0855
H -2.6395 1.4101 -1.1820
H -2.2059 2.6194 0.2661
H -3.2324 -1.1116 0.9816
H -2.7097 -0.7955 -0.6711
H -2.3970 0.9345 1.8108
H 3.7411 -0.9215 -0.5353
H 4.2855 0.3981 0.5467
H 3.7216 -1.1978 1.1738
H 1.6758 1.8540 -0.4405
H 0.8624 1.7778 0.9257
H 2.6106 1.9794 0.9959
H -1.6180 -0.2478 -2.0305
H -0.6693 -1.6374 -2.0401
H 0.0966 -0.0489 -2.3759
H -0.7543 -1.2509 1.4660
H -1.2875 -2.3174 0.2113
```

Computed natural (NBO) charges, given in elementary charges: -0.413 0.193 -0.230 -0.229 -0.161 0.367 -0.654 -0.702 -0.687 -0.393 -0.544 0.223 0.220 0.241 0.245 0.222 0.226 0.237 0.238 0.243 0.233 0.281 0.224 0.227 0.232 0.270 0.455 0.437


two:
The following is a DFT calculation (wB97M-V/def2-TZVPD) of the ion C9H17N2 with charge +1.

Total charge: +1
LUMO level, eV: -2.59
Frontier orbital gap, eV: 9.94
HOMO, hartree: -0.4607
Multiplicity: 1

```
28
C9H17N2 | the Open Molecules 2025 dataset | wB97M-V/def2-TZVPD
C -0.0755 -1.9638 0.0628
C -0.8259 0.0821 0.2248
C 0.7016 0.0873 0.0373
C -2.6490 1.5370 -0.9222
C 2.9282 1.2382 0.5815
C -2.5076 -1.6814 0.3990
C 2.4184 -1.6643 -0.2805
C -1.8284 1.1712 0.3478
C 1.6544 1.2595 -0.2021
N -1.1624 -1.2001 0.1129
N 1.0642 -1.2258 -0.0227
H -0.1394 -3.0563 -0.0619
H -3.7296 1.1720 -0.8600
H -2.2234 1.1287 -1.8245
H -2.7468 2.6498 -1.0506
H 3.0855 0.8752 1.6260
H 3.2364 2.3306 0.8309
H 3.8211 0.8549 0.0593
H -2.6096 -1.6715 1.4457
H -3.1496 -1.0118 -0.0347
H -2.7332 -2.7335 -0.0150
H 2.6744 -0.8699 -1.0327
H 3.0687 -1.2876 0.5115
H 2.6650 -2.6066 -0.6084
H -2.4978 0.9508 1.0742
H -1.2948 2.0524 0.6534
H 1.6531 1.3649 -1.2514
H 1.2022 2.2178 0.1995
```

Computed natural (NBO) charges, given in elementary charges: 0.196 0.190 0.199 -0.617 -0.668 -0.403 -0.415 -0.464 -0.478 -0.280 -0.283 0.239 0.219 0.217 0.241 0.249 0.244 0.222 0.227 0.226 0.244 0.226 0.242 0.249 0.229 0.244 0.248 0.257


Most stable structure, least stable structure: two, one.


one:
The following is a DFT calculation (wB97M-V/def2-TZVPD) of the ion C3H3N2OS with charge -1.

Total charge: -1
LUMO level (alpha / beta), eV: 3.64 / 3.64
Frontier orbital gap (alpha / beta), eV: 6.52 / 6.52
HOMO (alpha / beta), hartree: -0.1055 / -0.1055
Multiplicity: 1

```
10
C3H3N2OS | the Open Molecules 2025 dataset | wB97M-V/def2-TZVPD
C 0.2945 -1.0756 0.7532
C 1.6423 0.9298 -0.5898
C -0.6031 -0.1351 0.4992
N 0.7616 1.5607 -0.1520
N -1.7593 0.1916 -0.0064
O -2.7025 -0.6921 -0.3589
S 1.7286 -1.0311 -0.2013
H 0.2980 -1.9702 1.3963
H 2.4016 1.0421 -1.2691
H -2.0618 1.1799 -0.0713
```

Computed natural (NBO) charges, given in elementary charges: -0.536 -0.034 0.323 -0.550 -0.181 -0.686 -0.086 0.242 0.147 0.360


two:
The following is a DFT calculation (wB97M-V/def2-TZVPD) of a cluster of 2 separate species, C3H3N2OS in total.

Total charge: -1
LUMO level, eV: 3.75
Frontier orbital gap, eV: 7.24
HOMO, hartree: -0.1281
Multiplicity: 1

```
10
C3H3N2OS | the Open Molecules 2025 dataset | wB97M-V/def2-TZVPD
C -0.1546 -1.1874 -0.5055
C -1.8302 1.2322 0.4730
C 0.7975 -0.3185 -0.2215
N -0.7919 1.6707 0.2803
N 1.9367 0.0422 0.1414
O 2.9307 -0.6875 0.4933
S -1.5856 -1.3566 0.4868
H -0.4215 -1.6008 -1.4586
H -2.8690 1.0991 0.3524
H 1.9880 1.1065 -0.0416
```

Computed natural (NBO) charges, given in elementary charges: -0.403 0.086 0.197 -0.441 -0.112 -0.643 -0.450 0.217 0.212 0.336


Most stable structure, least stable structure: two, one.


one:
The following is a DFT calculation (wB97M-V/def2-TZVPD) of the molecule CH3N2OP.

Total charge: 0
LUMO level, eV: 0.27
Frontier orbital gap, eV: 10.18
HOMO, hartree: -0.3642
Multiplicity: 1

```
8
CH3N2OP | the Open Molecules 2025 dataset | wB97M-V/def2-TZVPD
C 0.4669 0.1235 -0.7581
N -0.8157 0.7252 -0.9153
N -0.5678 -0.1590 0.1617
O 0.4614 -1.5239 1.9525
P -0.8190 -0.9181 1.6201
H 0.7131 -0.7127 -1.2668
H 1.2036 0.8486 -0.3493
H -0.6424 1.6163 -0.4448
```

Computed natural (NBO) charges, given in elementary charges: -0.065 -0.372 -0.681 -1.038 1.437 0.201 0.183 0.335


two:
The following is a DFT calculation (wB97M-V/def2-TZVPD) of the molecule CH3N2OP.

Total charge: 0
LUMO level (alpha / beta), eV: -0.57 / -0.57
Frontier orbital gap (alpha / beta), eV: 8.08 / 8.07
HOMO (alpha / beta), hartree: -0.3178 / -0.3178
Multiplicity: 1

```
8
CH3N2OP | the Open Molecules 2025 dataset | wB97M-V/def2-TZVPD
C 0.1276 -1.5927 -0.5046
N 0.2815 -0.3916 -0.6621
N 0.5094 0.7291 -0.4612
O -0.9332 1.1106 1.7413
P 0.1264 1.6017 0.9018
H -0.5202 -2.1101 -1.1656
H 0.7494 -1.9875 0.3618
H -0.3409 2.6404 -0.2114
```

Computed natural (NBO) charges, given in elementary charges: -0.194 0.004 -0.386 -1.077 1.314 0.221 0.212 -0.094


Most stable structure, least stable structure: one, two.


one:
The following is a DFT calculation (wB97M-V/def2-TZVPD) of a cluster of 5 separate species, CH12N2O4 in total.

Total charge: 0
LUMO level, eV: 0.74
Frontier orbital gap, eV: 10.48
HOMO, hartree: -0.3581
Multiplicity: 1

```
19
CH12N2O4 | the Open Molecules 2025 dataset | wB97M-V/def2-TZVPD
N 0.2167 0.1128 -1.6625
C 1.2667 0.8143 -2.1289
N 1.9939 1.6087 -1.4209
H 0.0775 -0.1351 -0.7051
H -0.2579 -0.4728 -2.3214
H 1.4627 0.7577 -3.1973
H 2.6097 2.1141 -2.0365
H -1.4467 -0.5716 1.6312
H -1.9951 -1.9705 1.9785
O -1.2081 -1.4404 1.9884
H -1.0853 1.3978 0.9777
H -2.4066 1.7661 1.5126
O -1.9843 1.0326 1.0731
H 1.3501 1.3693 0.2754
H 1.2156 1.8299 1.7436
O 0.7255 1.3702 1.0436
H 0.1423 -3.7514 0.8495
H -0.4481 -2.4707 0.3624
O -0.2286 -3.3608 0.0364
```

Computed natural (NBO) charges, given in elementary charges: -0.794 0.302 -0.784 0.411 0.397 0.157 0.357 0.502 0.469 -0.983 0.507 0.475 -0.979 0.507 0.483 -1.015 0.467 0.483 -0.962


two:
The following is a DFT calculation (wB97M-V/def2-TZVPD) of a cluster of 5 separate species, CH12N2O4 in total.

Total charge: 0
LUMO level, eV: 0.34
Frontier orbital gap, eV: 9.47
HOMO, hartree: -0.3354
Multiplicity: 1

```
19
CH12N2O4 | the Open Molecules 2025 dataset | wB97M-V/def2-TZVPD
N 0.3187 1.1835 -2.9530
C -0.1549 2.4468 -2.7176
N 0.0303 3.2030 -1.6144
H 0.5872 0.8288 -2.0116
H 0.3226 0.6924 -3.8493
H -0.8308 2.8469 -3.5646
H 0.5323 4.0610 -1.8382
H -2.1825 -2.9058 3.0303
H -0.6595 -3.0822 2.9535
O -1.4216 -3.5089 3.2666
H 0.0591 1.5104 2.1302
H 0.1666 0.0180 1.9433
O 0.1829 0.6756 2.6273
H 0.8694 2.3457 -0.3699
H 2.2597 2.1216 0.2975
O 1.4408 1.7200 0.1391
H -0.3398 -4.7663 0.9436
H -1.0254 -3.7916 0.0342
O -0.3611 -4.5448 0.0393
```

Computed natural (NBO) charges, given in elementary charges: -0.805 0.391 -0.915 0.434 0.428 0.144 0.390 0.474 0.466 -0.940 0.483 0.462 -0.946 0.490 0.466 -1.022 0.470 0.463 -0.933


three:
The following is a DFT calculation (wB97M-V/def2-TZVPD) of a cluster of 5 separate species, CH12N2O4 in total.

Total charge: 0
LUMO level, eV: 0.39
Frontier orbital gap, eV: 9.68
HOMO, hartree: -0.3412
Multiplicity: 1

```
19
CH12N2O4 | the Open Molecules 2025 dataset | wB97M-V/def2-TZVPD
N 1.3938 -0.7834 -1.4139
C 0.9405 0.3896 -0.8418
N 1.6494 0.8159 0.0912
H 2.0839 -1.2354 -0.8252
H 1.1444 -1.2340 -2.1989
H -0.0142 0.7160 -1.3992
H 1.4603 1.5365 0.7827
H -3.6778 -0.8888 -2.5516
H -3.6882 -0.8997 -1.0385
O -3.8411 -0.2833 -1.7690
H 2.5563 -0.5812 1.5038
H 3.2779 -1.9400 2.1775
O 2.4951 -1.6643 1.7139
H 0.6486 0.0888 3.4831
H -0.1298 -1.0207 3.8489
O -0.2189 -0.0471 3.9863
H -2.1273 3.0448 -1.5640
H -2.2531 1.5863 -1.9835
O -1.6998 2.4000 -2.0016
```

Computed natural (NBO) charges, given in elementary charges: -0.816 0.313 -0.810 0.398 0.380 0.178 0.377 0.473 0.475 -0.945 0.504 0.469 -0.997 0.463 0.465 -0.928 0.464 0.488 -0.950


Most stable structure, least stable structure: one, two.


one:
The following is a DFT calculation (wB97M-V/def2-TZVPD) of a cluster of 2 separate species, C4H5BrFN in total.

Total charge: 0
LUMO level (alpha / beta), eV: -0.18 / -0.18
Frontier orbital gap (alpha / beta), eV: 7.53 / 7.52
HOMO (alpha / beta), hartree: -0.2831 / -0.2830
Multiplicity: 1

```
12
C4H5BrFN | the Open Molecules 2025 dataset | wB97M-V/def2-TZVPD
C 1.8599 0.9675 0.4992
C -1.3899 -0.3827 0.3587
C -0.3463 1.3943 -0.3784
C -0.9929 -1.5674 -0.4891
N 0.7736 1.4021 0.0697
F -0.5333 -0.4841 1.3896
Br -1.4406 2.8370 -0.7296
H 2.5489 0.6532 -0.1934
H 1.9951 0.8274 1.5483
H -0.8199 -2.3174 0.1798
H -0.0299 -1.5675 -0.9055
H -1.6246 -1.7622 -1.3492
```

Computed natural (NBO) charges, given in elementary charges: -0.134 0.319 0.110 -0.787 -0.326 -0.398 0.139 0.194 0.207 0.235 0.218 0.223


two:
The following is a DFT calculation (wB97M-V/def2-TZVPD) of the molecule C4H5BrFN.

Total charge: 0
LUMO level (alpha / beta), eV: 0.04 / 0.04
Frontier orbital gap (alpha / beta), eV: 7.93 / 7.93
HOMO (alpha / beta), hartree: -0.2900 / -0.2898
Multiplicity: 1

```
12
C4H5BrFN | the Open Molecules 2025 dataset | wB97M-V/def2-TZVPD
C -0.1931 -2.5782 -0.1720
C 0.4415 0.5418 0.0551
C -0.9194 -0.3086 0.1815
C 0.4972 2.0201 -0.0504
N -1.0222 -1.7191 0.2938
F 1.5996 -0.0578 0.3219
Br -2.4836 0.6207 -0.1152
H -0.1699 -3.4825 0.3796
H 0.5598 -2.2526 -0.7872
H 1.4901 2.1571 -0.3933
H 0.3929 2.4474 0.9452
H -0.1929 2.6116 -0.6588
```

Computed natural (NBO) charges, given in elementary charges: -0.034 0.415 -0.085 -0.719 -0.432 -0.322 0.108 0.186 0.157 0.236 0.236 0.253


Most stable structure, least stable structure: two, one.